(1)
Here is a structure of composition C6H11N3OS in a non-equilibrium geometry from the OMol25 dataset. Energies are from ωB97M-V/def2-TZVPD.

XYZ file:
```
22
Properties=species:S:1:pos:R:3:forces:R:3:mulliken_charge:R:1
C 1.727 -0.654 -0.353 -2.6 -0.5 -0.8 0.05
C -0.722 0.506 -0.282 1.8 -2.8 -0.4 -0.02
C -0.384 1.758 -0.162 -0.8 1.6 -0.6 -0.14
C 2.028 1.796 0.163 -1.8 0.2 -1.6 0.04
C 0.003 -2.023 -1.251 0.5 -2.0 -2.9 -0.91
C -2.143 -0.892 1.629 -0.4 0.5 -0.3 -0.77
N 0.863 2.398 -0.064 1.9 -3.4 0.3 0.01
N 2.348 0.490 0.058 -1.6 0.4 0.3 -0.08
N 0.497 -0.836 -0.667 -1.4 5.0 1.7 -0.13
O -3.251 1.070 0.089 -0.3 1.3 0.0 -0.50
S -2.437 -0.108 -0.048 0.3 -1.6 0.6 0.46
H 2.306 -1.529 -0.505 1.3 -0.5 0.1 0.48
H -1.229 2.489 -0.231 0.5 -0.8 0.6 0.42
H 2.895 2.385 0.267 0.7 1.0 0.4 0.41
H 0.279 -2.188 -2.372 -0.4 0.9 1.8 0.36
H -1.044 -2.216 -1.189 -0.8 0.6 0.3 0.34
H 0.471 -2.840 -0.766 0.5 -1.0 0.6 0.43
H -2.184 -0.263 2.572 0.1 -0.3 -1.5 0.33
H -1.205 -1.425 1.516 0.1 -0.3 0.3 0.30
H -2.974 -1.605 1.594 0.2 0.0 0.4 0.37
H 0.852 3.376 -0.158 0.2 1.7 0.2 0.30
H 3.302 0.312 0.158 2.0 0.0 0.5 0.27
```
Positions in Å, forces in eV/Å.

Output
relative energy (zero: lowest compared OMol25 entry of this formula, charge and spin) = 96.6 kcal per mole
highest occupied orbital energy (alpha / beta) = -16.7 / -16.7 eV
F_max = 0.10619 Eh/bohr
net charge = +2

***

(2)
Here is a structure of composition C26H33CrN9O5S2 from the OMol25 dataset. Energies are from ωB97M-V/def2-TZVPD.

XYZ file:
```
76
Properties=species:S:1:pos:R:3:forces:R:3:mulliken_charge:R:1
Cr 0.222 -0.744 -1.266 0.4 0.1 -0.3 -0.59
N 1.825 0.420 -0.406 0.0 0.0 -0.2 0.29
C 2.923 1.153 -1.088 -0.1 -0.1 0.0 -0.78
C 3.387 0.499 -2.389 -0.1 0.1 0.0 -0.18
C 2.759 1.118 -3.636 0.0 -0.1 0.0 -1.18
C 1.244 1.206 -3.596 0.0 -0.1 0.0 -0.26
N 0.612 -0.102 -3.310 0.0 0.0 0.2 -0.06
H 1.265 1.125 0.093 0.0 0.0 0.1 0.40
H 2.212 -0.193 0.304 0.1 0.0 -0.1 -0.56
H 3.761 1.255 -0.396 0.0 0.0 0.0 0.40
H 2.558 2.164 -1.281 0.0 0.0 0.0 0.46
H 3.155 -0.564 -2.338 0.0 0.0 0.0 -0.04
H 4.473 0.566 -2.473 0.0 0.0 0.0 0.41
H 3.063 0.541 -4.516 0.0 0.0 0.0 0.40
H 3.143 2.130 -3.786 0.0 0.0 0.0 0.36
H 0.884 1.592 -4.552 -0.1 0.0 0.0 0.50
H 0.907 1.900 -2.826 0.0 0.0 0.0 0.03
H 1.019 -0.819 -3.904 0.0 0.0 0.0 0.27
H -0.369 -0.022 -3.590 0.1 0.0 -0.1 0.38
C -3.693 -4.267 -1.303 0.0 0.0 -0.1 -0.79
O -2.995 -3.210 -1.971 0.0 -0.1 0.1 -0.36
C -1.733 -2.954 -1.560 0.2 0.2 -0.5 0.55
O -1.131 -3.682 -0.779 0.0 -0.1 0.2 -0.79
N -1.205 -1.852 -2.142 -0.2 -0.1 0.2 0.14
N 1.261 -2.529 -1.501 0.0 0.1 0.2 -0.29
H -4.244 -4.820 -2.061 0.0 0.0 0.0 0.26
H -4.389 -3.827 -0.590 0.0 0.0 0.0 0.25
H -2.997 -4.923 -0.790 0.0 0.0 0.0 0.35
H -1.849 -1.465 -2.824 -0.1 0.0 0.2 0.35
H 1.354 -2.809 -2.473 0.1 0.0 0.0 0.35
H 0.561 -3.175 -1.081 -0.1 -0.1 -0.2 0.34
S 2.793 -2.726 -0.685 0.0 -0.2 0.0 -0.19
C 2.167 -2.600 0.981 0.0 0.2 0.0 0.89
N 3.038 -3.201 1.778 0.1 0.2 -0.1 -1.10
N 2.899 -2.938 3.113 -0.3 -0.1 0.1 0.09
C 2.796 -1.693 3.726 0.2 -0.2 -0.1 0.34
C 3.095 -0.502 3.062 -0.1 0.0 0.1 0.10
C 3.010 0.709 3.730 0.0 0.0 0.0 -0.56
C 2.636 0.764 5.066 0.0 0.0 0.0 -0.65
C 2.364 -0.424 5.733 0.0 0.0 0.0 -0.54
C 2.445 -1.640 5.076 -0.1 0.0 0.0 -0.40
N 1.088 -1.969 1.417 0.2 -0.2 0.2 -0.97
N 0.142 -1.375 0.727 -0.3 0.2 -0.2 1.33
C -0.903 -0.922 1.575 -0.1 -0.1 -0.2 0.00
C -2.165 -0.744 1.018 -0.1 -0.1 0.0 0.02
C -3.217 -0.272 1.786 0.0 0.0 0.0 -0.96
C -3.028 0.012 3.132 0.1 0.0 0.0 -0.65
C -1.777 -0.207 3.697 0.0 0.0 0.0 -0.66
C -0.720 -0.676 2.934 0.1 0.1 0.1 -0.09
H 3.141 -3.721 3.696 0.1 0.1 -0.1 0.23
H 3.410 -0.531 2.029 0.1 0.0 0.0 0.34
H 3.241 1.623 3.197 0.0 0.0 0.0 0.38
H 2.561 1.713 5.578 0.0 0.0 0.0 0.40
H 2.077 -0.405 6.777 0.0 0.0 0.0 0.37
H 2.213 -2.560 5.599 0.0 0.0 0.0 0.37
H -2.347 -1.016 -0.011 0.0 0.1 0.1 0.47
H -4.188 -0.144 1.324 0.0 0.0 0.0 0.49
H -3.847 0.382 3.734 0.0 0.0 0.0 0.40
H -1.613 -0.008 4.749 0.0 0.0 0.0 0.43
H 0.250 -0.844 3.384 0.0 0.0 0.0 0.07
O 0.174 2.510 0.093 0.0 0.1 0.0 -0.83
C -0.772 2.241 -0.631 -0.1 -0.3 -0.1 0.29
N -1.008 1.020 -1.221 -0.1 0.2 0.1 0.95
S -2.401 1.059 -2.121 0.2 -0.1 0.3 0.66
O -3.437 0.237 -1.569 0.0 0.1 -0.2 -0.59
O -2.055 0.829 -3.510 -0.1 0.0 -0.1 -0.83
C -2.755 2.753 -1.844 -0.1 0.1 -0.1 0.53
C -3.796 3.512 -2.342 0.0 0.0 0.1 -0.91
C -3.832 4.845 -1.954 0.0 0.0 0.0 -0.57
C -2.863 5.377 -1.101 0.0 0.0 0.0 -0.56
C -1.830 4.589 -0.613 -0.1 0.0 0.0 -0.47
C -1.796 3.263 -1.003 0.1 0.0 0.0 -0.16
H -4.547 3.087 -2.994 0.0 0.0 0.0 0.51
H -4.627 5.482 -2.318 0.0 0.0 0.0 0.42
H -2.920 6.419 -0.818 0.0 0.0 0.0 0.41
H -1.075 4.981 0.054 0.0 0.0 0.0 0.54
```
Positions in Å, forces in eV/Å.

Output
spin multiplicity = 5
relative energy (zero: lowest compared OMol25 entry of this formula, charge and spin) = 2.5 kcal per mole
highest occupied orbital energy (alpha / beta) = -6.5 / -7.0 eV
F_max = 0.01034 Eh/bohr
net charge = 0

***

(3)
Here is a structure of composition C22H38Cl2N3RuSSb2Se4 in a non-equilibrium geometry from the OMol25 dataset. Energies are from ωB97M-V/def2-TZVPD.

XYZ file:
```
73
Properties=species:S:1:pos:R:3:forces:R:3:mulliken_charge:R:1
Ru -0.257 1.413 3.221 0.0 1.5 0.1 1.02
Se 0.184 -0.179 7.011 -0.3 -0.1 0.3 -0.70
Sb 0.854 1.551 5.510 0.3 -1.2 -0.9 0.63
Se -2.274 2.255 4.291 0.3 0.0 0.0 -0.60
Se 1.838 0.111 3.347 0.0 -0.1 0.4 -1.07
Se 2.563 2.976 6.312 0.1 0.6 0.1 -0.66
S -1.823 -0.448 3.077 0.0 -0.7 -0.1 -0.43
C -1.187 -2.000 2.672 -0.1 0.1 0.1 0.29
N 0.027 -2.426 2.979 -0.2 0.6 0.0 0.40
C 0.587 -3.657 2.482 0.1 -0.1 -0.1 -0.28
C -0.515 -4.701 2.401 0.0 0.0 0.0 -0.79
C -1.622 -4.138 1.522 0.1 -0.1 -0.1 -0.02
N -2.044 -2.869 2.068 -0.1 0.2 0.0 -0.10
H 0.677 -1.676 3.319 -0.1 -0.2 0.0 -0.26
H 1.395 -3.957 3.152 -0.1 0.0 0.0 0.36
H 1.024 -3.494 1.485 0.0 -0.1 0.1 0.04
H -0.912 -4.881 3.402 0.0 0.0 0.0 0.34
H -0.140 -5.644 2.001 0.0 0.0 -0.1 0.39
H -2.484 -4.808 1.481 0.0 0.0 0.0 0.38
H -1.239 -4.015 0.498 -0.1 0.0 0.0 -0.29
H -2.922 -2.461 1.786 0.1 0.0 0.0 0.27
C -2.059 -2.648 -2.403 0.0 -0.1 0.0 -1.88
C -0.643 -2.110 -2.604 0.0 0.0 0.0 1.84
C -0.531 -1.625 -4.045 0.0 0.0 0.0 -1.65
C 0.342 -3.265 -2.413 -0.1 0.0 0.0 -1.86
Sb -0.283 -0.746 -0.887 0.0 -0.1 0.3 1.23
C -1.681 0.885 -1.296 -0.1 0.1 0.0 1.92
C -2.995 0.427 -0.649 0.0 0.1 0.0 -1.59
C -1.222 2.144 -0.562 -0.1 -0.2 0.1 -1.68
C -1.915 1.217 -2.764 0.0 0.0 0.0 -1.88
C 1.740 -0.017 -1.297 0.1 0.0 0.0 2.01
C 2.642 -1.040 -0.595 0.0 0.1 0.0 -1.71
C 1.970 1.344 -0.639 0.0 -0.1 0.0 -1.51
C 2.130 0.078 -2.766 0.1 0.0 -0.1 -1.98
H -2.233 -3.491 -3.083 0.0 -0.1 0.0 0.53
H -2.815 -1.896 -2.616 -0.1 0.1 0.0 0.31
H -2.230 -3.002 -1.386 0.0 -0.1 0.1 0.17
H -0.675 -2.480 -4.718 0.0 -0.1 -0.1 0.51
H 0.437 -1.191 -4.280 0.0 0.0 0.0 0.20
H -1.291 -0.889 -4.296 0.0 0.0 0.0 0.25
H 0.061 -4.099 -3.066 0.0 -0.1 0.0 0.54
H 0.353 -3.635 -1.386 0.0 0.0 0.1 0.17
H 1.360 -2.977 -2.668 0.1 0.1 0.0 0.30
H -2.878 0.282 0.426 0.0 0.0 0.1 0.10
H -3.382 -0.498 -1.078 0.0 -0.1 -0.1 0.35
H -3.753 1.204 -0.796 0.0 0.0 0.0 0.44
H -0.954 1.943 0.482 0.0 0.1 -0.1 -0.25
H -2.047 2.862 -0.541 0.0 0.0 0.0 0.70
H -0.377 2.621 -1.051 0.1 0.0 0.0 0.38
H -2.441 0.422 -3.291 0.0 -0.1 0.0 0.39
H -0.988 1.426 -3.299 0.1 0.0 0.0 0.22
H -2.542 2.113 -2.822 0.0 0.1 0.0 0.49
H 2.489 -1.017 0.484 0.0 0.0 0.1 0.15
H 3.690 -0.783 -0.785 0.1 0.0 0.0 0.48
H 2.483 -2.061 -0.948 0.0 -0.1 0.0 0.38
H 1.501 1.447 0.342 0.0 0.0 0.0 -0.24
H 1.637 2.153 -1.286 -0.1 0.1 0.0 0.31
H 3.043 1.474 -0.471 0.1 0.1 0.0 0.70
H 2.176 -0.897 -3.252 0.0 -0.1 0.0 0.40
H 3.132 0.517 -2.837 0.1 0.0 0.0 0.50
H 1.454 0.715 -3.340 0.0 0.0 0.0 0.21
Cl -1.691 4.802 1.553 0.0 0.0 0.0 -0.20
C -0.003 4.812 1.121 -0.5 0.6 -0.4 0.70
C 0.423 5.732 0.184 0.1 -0.1 0.0 -0.62
C 1.771 5.829 -0.142 0.0 -0.1 0.0 -0.48
C 2.664 4.994 0.523 -0.1 0.0 0.0 -0.60
C 2.218 4.071 1.444 0.9 0.1 -0.2 0.66
Cl 3.388 3.089 2.272 -0.1 0.1 0.0 -0.16
C 0.854 3.889 1.756 -0.4 -0.4 0.5 -0.76
N 0.407 2.951 2.562 -0.1 -0.6 0.0 -0.50
H -0.312 6.379 -0.274 0.0 0.0 0.0 0.37
H 2.122 6.547 -0.869 0.0 0.0 0.0 0.36
H 3.727 5.050 0.336 0.1 0.0 0.0 0.39
```
Positions in Å, forces in eV/Å.

Output
spin multiplicity = 2
relative energy (zero: lowest compared OMol25 entry of this formula, charge and spin) = 64.2 kcal per mole
highest occupied orbital energy (alpha / beta) = -1.1 / -0.9 eV
F_max = 0.02928 Eh/bohr
net charge = -2

***

(4)
Here is a cluster of 2 separate species, CH5O2PS2 in total in a non-equilibrium geometry from the OMol25 dataset. Energies are from ωB97M-V/def2-TZVPD.

XYZ file:
```
11
Properties=species:S:1:pos:R:3:forces:R:3:mulliken_charge:R:1
C 0.280 1.419 -0.354 -2.5 0.1 -0.2 -0.45
O 1.498 -1.699 1.528 -2.7 0.0 0.3 -0.39
O 0.748 0.511 0.606 -0.1 -1.8 1.4 -0.16
P 1.500 -0.859 0.159 -0.2 1.4 -1.1 0.41
S 3.033 -0.367 -1.039 -1.3 -1.2 1.5 -0.31
S -1.679 -2.358 0.068 0.5 0.5 0.6 -0.26
H 0.086 2.378 0.170 0.9 -0.4 -0.7 0.20
H -0.753 1.151 -0.775 1.3 -0.2 0.7 0.19
H 0.984 1.298 -1.137 0.5 1.4 -1.1 0.26
H 0.460 -1.830 1.775 3.4 0.3 -0.8 0.36
H -1.624 -2.663 -1.212 0.1 -0.2 -0.6 0.14
```
Positions in Å, forces in eV/Å.

Output
relative energy (zero: lowest compared OMol25 entry of this formula, charge and spin) = 80.4 kcal per mole
highest occupied orbital energy (alpha / beta) = -9.9 / -8.5 eV
F_max = 0.06880 Eh/bohr
net charge = 0

***

(5)
Here is the ion C7H14N with charge +1 in a non-equilibrium geometry from the OMol25 dataset. Energies are from ωB97M-V/def2-TZVPD.

XYZ file:
```
22
Properties=species:S:1:pos:R:3:forces:R:3:mulliken_charge:R:1
C -2.979 -0.652 -0.878 0.3 -1.5 2.5 -1.32
C -2.370 -0.054 0.428 -0.4 0.1 -2.7 -0.47
C -0.004 -0.305 -0.366 1.0 0.4 -1.4 -0.24
C 1.040 0.738 -0.871 0.9 -1.3 1.5 -0.23
C -1.055 0.135 0.642 -1.4 0.7 0.6 0.64
C -0.591 1.030 1.796 1.5 -2.2 -1.1 -1.01
C 3.254 -0.260 0.087 -0.7 -0.9 -2.1 -0.84
N 2.348 0.616 -0.724 -0.4 0.9 -1.0 -0.14
H -2.533 -0.539 -1.826 1.0 0.7 -1.0 0.40
H -4.025 -0.406 -0.984 -0.2 0.0 0.2 0.35
H -3.248 0.236 1.030 1.3 0.2 0.5 0.33
H -0.544 -0.509 -1.321 0.4 0.0 0.5 0.14
H 0.580 -1.217 -0.164 -0.4 0.2 0.5 0.34
H 0.618 1.591 -1.403 0.6 0.0 -0.2 0.43
H -1.440 1.573 2.170 0.0 0.3 0.4 0.38
H 0.108 1.666 1.164 -0.3 0.0 2.0 0.27
H -0.106 0.335 2.594 -0.4 1.8 -1.2 0.23
H 3.900 -0.787 -0.689 -0.9 0.1 1.5 0.30
H 3.834 0.416 0.614 1.5 1.5 0.8 0.38
H 2.788 -0.804 0.885 -0.6 -0.9 -0.3 0.37
H -2.879 -1.732 -0.665 -0.6 0.1 -0.4 0.35
H 3.049 1.202 -1.267 -2.0 -0.2 0.6 0.35
```
Positions in Å, forces in eV/Å.

Output
relative energy (zero: lowest compared OMol25 entry of this formula, charge and spin) = 43.0 kcal per mole
highest occupied orbital energy = -12.6 eV
F_max = 0.05745 Eh/bohr
net charge = +1

***

(6)
Here is a structure of composition C15H21NO4PdS4 from the OMol25 dataset. Energies are from ωB97M-V/def2-TZVPD.

XYZ file:
```
46
Properties=species:S:1:pos:R:3:forces:R:3:mulliken_charge:R:1
Pd -1.119 -0.013 1.371 -0.2 0.1 0.1 -0.21
C -0.981 -3.149 1.527 -0.1 0.0 0.0 -0.73
C 0.250 -3.293 0.625 0.0 0.0 0.0 -0.96
S 0.943 -1.745 -0.038 0.1 -0.1 0.0 0.17
C 1.112 -2.220 -1.776 -0.1 0.1 0.0 -0.94
C -0.205 -2.386 -2.541 0.0 0.0 0.0 -0.64
S -1.257 -0.908 -2.461 0.1 -0.1 0.0 -0.14
C -2.784 -1.436 -1.615 -0.1 0.0 -0.1 -0.59
C -2.731 -2.485 -0.515 0.0 -0.1 0.0 -0.58
S -2.213 -1.862 1.131 0.2 0.1 0.2 -0.12
H -0.649 -2.861 2.524 0.0 0.0 0.0 0.29
H -1.475 -4.127 1.588 0.0 0.0 0.0 0.43
H 0.025 -3.941 -0.227 0.0 0.0 0.0 0.55
H 1.029 -3.776 1.218 0.0 0.0 0.0 0.50
H 1.715 -3.128 -1.883 0.0 0.0 0.0 0.36
H 1.680 -1.399 -2.222 0.0 0.0 0.0 0.34
H -0.759 -3.246 -2.167 0.0 0.0 0.0 0.25
H 0.020 -2.598 -3.590 0.0 0.0 0.0 0.45
H -3.496 -1.765 -2.378 0.0 0.0 0.0 0.44
H -3.147 -0.500 -1.183 0.0 0.0 0.0 0.27
H -2.104 -3.335 -0.785 0.0 0.0 0.0 0.22
H -3.748 -2.875 -0.401 0.0 0.0 0.0 0.37
C 7.453 0.257 2.911 0.0 0.0 0.0 -1.41
C 5.994 -0.024 3.166 0.0 0.0 0.0 1.08
C 5.078 -0.045 2.114 0.0 0.0 0.0 -0.85
C 3.730 -0.263 2.341 0.0 0.0 0.1 -0.18
C 3.272 -0.481 3.637 0.0 0.0 -0.1 -0.26
C 4.169 -0.456 4.691 0.0 0.0 0.0 -0.46
C 5.521 -0.231 4.455 0.0 0.0 0.0 -0.65
S 1.509 -0.785 3.899 0.0 -0.1 0.1 1.07
O 1.330 -2.157 3.427 0.0 0.1 0.0 -0.68
O 1.374 -0.604 5.344 0.0 -0.1 0.0 -0.85
N 0.759 0.203 3.004 -0.1 0.0 -0.1 0.04
C 0.847 1.597 3.403 0.1 0.1 0.0 -0.27
C 0.183 2.587 2.420 -0.1 -0.1 -0.1 0.32
O 0.396 3.793 2.655 0.0 0.0 0.0 -0.79
O -0.521 2.127 1.478 0.0 0.0 0.0 -0.65
H 7.794 -0.228 1.994 0.0 0.0 0.0 0.35
H 8.074 -0.102 3.734 0.0 0.0 0.0 0.36
H 7.637 1.329 2.801 0.0 0.0 0.0 0.26
H 5.429 0.122 1.099 0.0 0.0 0.0 0.32
H 3.013 -0.263 1.529 0.0 0.0 0.0 0.34
H 3.787 -0.608 5.692 0.0 0.0 0.0 0.44
H 6.219 -0.209 5.288 0.0 0.0 0.0 0.27
H 1.889 1.940 3.501 0.0 0.0 0.0 0.23
H 0.378 1.773 4.379 0.0 0.0 0.0 0.28
```
Positions in Å, forces in eV/Å.

Output
relative energy (zero: lowest compared OMol25 entry of this formula, charge and spin) = 0.0 kcal per mole
highest occupied orbital energy = 0.2 eV
F_max = 0.00589 Eh/bohr
net charge = -2

***

Number 1: total energy -872.11861 Eh. Number 2: total energy -3720.46612 Eh. Number 3: total energy -12525.09685 Eh. Number 4: total energy -1329.24303 Eh. Number 5: total energy -329.53907 Eh. Number 6: total energy -2660.52627 Eh.